{"formula": "C4H6N5O4", "method": "ωB97M-V with the def2-TZVPD basis set", "symbols": ["C", "C", "C", "C", "N", "N", "N", "N", "N", "O", "O", "O", "O", "H", "H", "H", "H", "H", "H"], "xyz": [[1.91884, -0.06942, 0.03316], [-0.35804, 1.00366, -0.03079], [3.28081, 0.04088, 0.04670], [-1.69368, 1.66825, -0.06323], [0.72855, 1.63494, -0.04459], [-0.32562, -0.37520, -0.00505], [4.12988, -0.99390, 0.05036], [3.91306, 1.43081, 0.00615], [0.93843, -0.90233, 0.04567], [3.49524, -2.21489, 0.05035], [5.31997, -0.96868, 0.08245], [4.79247, 1.54153, -0.78592], [3.45547, 2.21821, 0.76382], [-2.10414, 1.61375, -1.07027], [-1.58320, 2.71476, 0.20990], [-2.38070, 1.18025, 0.62478], [-1.13607, -0.97675, 0.07634], [4.16908, -2.92710, 0.08044], [1.02059, -1.92019, 0.06924]], "forces_ev_per_a": [[-3.936, 3.815, -0.113], [-0.303, -1.393, 0.028], [0.630, 0.166, -0.048], [-0.134, 0.264, -0.078], [3.363, -2.304, 0.153], [-0.744, 0.130, -0.055], [0.618, -0.395, 0.122], [-0.500, -1.691, 0.054], [0.831, -0.416, 0.019], [-0.698, -0.005, -0.050], [-0.064, -0.042, -0.014], [0.773, 0.381, -0.735], [-0.343, 0.780, 0.655], [0.011, -0.028, -0.038], [-0.012, -0.054, 0.009], [0.009, 0.012, 0.068], [0.294, -0.032, 0.030], [0.231, 0.564, -0.003], [-0.027, 0.249, -0.005]], "max_force_ev_per_a": 5.48, "homo_energy_ev": [-13.83, -13.83], "relative_energy_kj_mol": 258.8, "orbital_gap_ev": [8.2476, 8.2470], "lumo_ha": [-0.20513, -0.20515], "energy_ev": -19868.6566, "total_charge": 1}